Density functional theory data (ωB97M-V/def2-TZVPD) for C17H34NO2P2Rh as an isolated structure at a distorted geometry.

CARTESIAN COORDINATES (ANGSTROEM)
C 1.567 2.914 -3.369
C 1.302 2.266 -2.155
N 0.437 1.227 -2.136
C -0.107 0.732 -3.259
C 0.200 1.298 -4.500
C 1.027 2.415 -4.551
C 1.915 2.688 -0.863
P 1.905 1.275 0.313
Rh -0.080 0.327 -0.175
P -1.669 -0.610 -1.407
C -1.057 -0.441 -3.152
O 0.576 4.604 0.306
O -0.801 2.985 1.625
H 2.225 3.779 -3.342
H -0.245 0.853 -5.388
H 1.251 2.893 -5.503
C 3.380 0.299 -0.067
C 2.130 1.946 1.971
H -1.910 -0.320 -3.836
H -0.551 -1.383 -3.421
H 1.277 3.648 -0.366
H 2.945 3.037 -1.007
C -2.129 -2.351 -1.249
C -3.209 0.362 -1.418
H -0.853 2.013 1.232
H -1.164 2.955 2.526
H -0.087 4.039 0.911
H 0.059 5.134 -0.325
H 1.565 -1.534 0.668
H -1.080 0.765 1.007
H 4.269 0.938 0.028
H 3.442 -0.535 0.640
H 3.315 -0.092 -1.089
H 3.040 2.558 2.001
H 1.251 2.541 2.249
H 2.226 1.102 2.664
H -3.916 -0.038 -2.156
H -3.637 0.307 -0.410
H -2.969 1.407 -1.651
H -2.985 -2.581 -1.899
H -1.271 -2.977 -1.527
H -2.388 -2.552 -0.202
C 0.589 -3.987 2.820
C -0.595 -3.033 2.680
C -1.825 -3.798 2.195
C -0.912 -2.394 4.032
C -0.243 -1.994 1.705
C 0.510 -1.326 0.932
H 0.355 -4.786 3.534
H 1.472 -3.448 3.181
H 0.831 -4.444 1.854
H -2.068 -4.600 2.905
H -2.687 -3.126 2.123
H -1.646 -4.247 1.213
H -0.053 -1.824 4.403
H -1.769 -1.719 3.942
H -1.155 -3.173 4.765

Values from the calculation:
Maximum force (Eh/bohr): 0.0744
DFT total energy (eV): -45345.121
Highest occupied orbital energy (spin up / spin down) (eV): -3.565 / -7.543
Kohn-Sham gap (spin up / spin down) (eV): 4.1 / 6.2
Spin multiplicity: 5

Density functional theory data (ωB97M-V/def2-TZVPD) for C17H34NPReSi as an isolated structure at a distorted geometry.

CARTESIAN COORDINATES (ANGSTROEM)
C 2.435 -3.149 -1.959
C 2.179 -2.000 -2.702
C 1.414 -0.924 -2.223
C 0.960 -1.050 -0.903
C 1.149 -2.246 -0.154
C 1.905 -3.324 -0.696
C 1.353 0.336 -3.068
C 0.035 0.898 -3.649
N -1.229 0.305 -3.330
Re 1.209 -0.460 0.978
C 0.263 -2.467 1.032
P -0.899 -1.006 1.383
H 2.596 -1.941 -3.706
H 2.038 -4.240 -0.119
H 3.039 -3.939 -2.409
H 0.725 -2.971 1.884
H -0.605 -3.086 0.735
H 1.841 1.164 -2.535
H 1.993 0.139 -3.936
H -0.030 1.960 -3.361
C -1.660 -1.462 2.957
C -2.227 -1.242 0.171
H 0.141 0.865 -4.756
C -1.595 -0.958 -3.913
C -2.280 1.132 -2.802
H 2.567 -1.525 1.588
H -1.888 -0.867 -4.980
H -0.752 -1.665 -3.848
H -2.460 -1.368 -3.365
H -3.220 0.993 -3.352
H -2.476 0.880 -1.749
H -1.980 2.184 -2.851
H -2.814 -2.140 0.429
H -2.886 -0.363 0.201
H -1.839 -1.349 -0.849
H -1.876 -2.541 2.959
H -0.974 -1.218 3.777
H -2.586 -0.883 3.074
H 2.847 -0.826 1.713
C -0.676 2.914 1.617
Si 1.120 2.362 1.406
C 2.218 3.884 1.176
C 1.602 1.217 2.801
C 1.294 1.267 -0.074
H -0.769 3.630 2.447
H -1.355 2.072 1.816
H -1.018 3.417 0.701
H 2.182 4.566 2.033
H 3.267 3.603 1.017
H 1.896 4.451 0.292
H 1.588 0.077 2.747
H 2.629 1.462 3.083
H 0.916 1.427 3.632
H 0.551 1.430 -0.873
H 2.295 1.337 -0.547

Values from the calculation:
Maximum force (Eh/bohr): 0.0608
DFT total energy (eV): -38944.841
Total charge: +2
Highest occupied orbital energy (spin up / spin down) (eV): -12.521 / -13.403
Kohn-Sham gap (spin up / spin down) (eV): 6.3 / 4.3
Spin multiplicity: 4

Density functional theory data (ωB97M-V/def2-TZVPD) for C17H35AlBr3Cl3CsF3N4O12S2 as an isolated structure at a distorted geometry.

CARTESIAN COORDINATES (ANGSTROEM)
O -4.882 -0.173 -0.380
S -4.403 -1.666 -0.459
O -4.522 -2.135 -1.947
C -2.617 -1.699 0.108
C -2.086 -3.224 0.549
C -0.652 -3.171 1.340
N -0.744 -3.125 2.847
C -2.153 -2.793 3.284
C -3.142 -3.928 2.645
O -3.129 -4.040 1.184
H -5.218 -2.495 0.331
H -1.953 -1.417 -0.841
H -2.346 -0.926 0.945
H -1.856 -3.754 -0.497
H -0.126 -2.153 1.007
H 0.047 -4.029 0.922
H -0.093 -2.358 3.171
H -0.438 -4.051 3.232
H -2.483 -1.683 3.056
H -2.194 -2.930 4.467
H -4.248 -3.680 3.017
H -2.878 -4.966 3.171
O 0.855 0.976 -0.226
C -0.005 1.524 0.454
N 0.005 1.419 1.811
C -1.120 2.340 -0.135
H -0.681 1.852 2.413
H 0.746 0.874 2.231
H -1.710 1.707 -0.804
H -0.692 3.173 -0.698
H -1.780 2.742 0.639
C -4.204 4.247 -0.525
O -5.341 3.931 -0.100
O -3.918 3.589 -1.639
O -3.346 5.043 -0.083
H -4.782 3.130 -1.616
Cs -1.753 -3.591 -2.176
O 0.020 3.468 3.545
C 0.981 4.202 3.749
N 2.230 3.850 3.341
C 0.867 5.525 4.451
H 3.051 4.420 3.486
H 2.332 2.962 2.866
H 0.471 5.362 5.457
H 0.187 6.170 3.888
H 1.836 6.025 4.533
C -1.294 -3.727 -7.461
O -2.053 -4.216 -6.633
N -1.179 -4.127 -8.775
C -0.255 -3.494 -9.692
C -2.008 -5.213 -9.256
H -0.619 -2.895 -7.202
H -0.819 -3.074 -10.530
H 0.447 -4.247 -10.062
H 0.304 -2.694 -9.199
H -3.060 -4.942 -9.128
H -1.800 -6.109 -8.663
H -1.806 -5.415 -10.311
C 4.400 -0.262 -2.108
F 3.084 0.054 -2.328
F 4.731 -1.172 -3.079
F 5.110 0.873 -2.404
S 4.718 -0.893 -0.378
O 3.886 -2.096 -0.238
O 4.311 0.197 0.519
O 6.158 -1.178 -0.321
Al -4.119 3.324 1.886
Br 4.260 -1.323 -4.761
C 1.842 -5.994 4.194
Cl 0.218 -6.629 4.511
Cl 2.129 -5.861 2.451
Cl 2.059 -4.422 4.983
H 2.572 -6.693 4.611
Br 2.457 9.020 4.609
C 4.396 8.889 4.784
C 5.012 8.232 3.571
Br 4.748 6.300 3.606
H 4.597 8.355 5.717
H 4.742 9.922 4.881
H 6.096 8.370 3.567
H 4.600 8.593 2.625

Values from the calculation:
Maximum force (Eh/bohr): 0.1769
DFT total energy (eV): -333362.875
Total charge: +2
Highest occupied orbital energy (eV): -12.757
Kohn-Sham gap (eV): 4.4

Density functional theory data (ωB97M-V/def2-TZVPD) for C17H35BrN9ORu as an isolated structure at a distorted geometry.

CARTESIAN COORDINATES (ANGSTROEM)
Ru -0.752 -0.897 0.079
C 3.502 -0.154 2.223
N 2.478 -0.860 2.986
C 2.863 -1.557 4.216
C 1.241 -0.959 2.479
N 0.878 -0.484 1.323
N 0.302 -1.551 3.317
C -0.956 -1.987 2.958
N -1.655 -2.575 3.942
N -1.396 -1.881 1.746
H 4.360 0.016 2.865
H 3.137 0.823 1.903
H 3.826 -0.729 1.353
H 3.939 -1.482 4.329
H 2.609 -2.616 4.167
H 2.413 -1.101 5.102
H 1.658 -0.085 0.818
H 0.574 -1.688 4.275
H -1.316 -2.630 4.886
H -2.595 -2.892 3.773
H -2.324 -2.276 1.607
O 0.263 -2.954 -0.147
C 1.109 -3.432 -1.224
C 0.412 -3.535 -2.567
C -0.396 -2.276 -2.894
C 0.439 -1.041 -2.762
C 1.249 -0.638 -3.818
C 2.045 0.482 -3.707
C 2.014 1.202 -2.520
C 1.198 0.756 -1.508
N 0.432 -0.353 -1.595
H -0.407 -3.624 0.044
H 1.530 -4.394 -0.933
H 1.926 -2.711 -1.260
H -0.263 -4.392 -2.595
H 1.189 -3.716 -3.314
H -1.237 -2.216 -2.212
H -0.813 -2.339 -3.899
H 1.228 -1.214 -4.734
H 2.675 0.796 -4.529
H 2.607 2.095 -2.382
H 1.130 1.303 -0.579
C -1.815 3.621 -2.255
N -1.896 2.317 -1.590
C -2.394 1.246 -2.443
C -1.561 2.177 -0.299
N -1.181 1.052 0.307
N -1.531 3.324 0.451
C -2.684 4.228 0.459
C -0.687 3.436 1.626
H -1.353 3.471 -3.229
H -1.201 4.305 -1.680
H -2.802 4.059 -2.408
H -2.164 1.506 -3.475
H -3.472 1.129 -2.341
H -1.930 0.301 -2.208
H -1.079 1.237 1.294
H -3.430 3.904 -0.259
H -2.384 5.251 0.231
H -3.144 4.211 1.449
H -1.181 3.072 2.536
H -0.446 4.487 1.779
H 0.248 2.895 1.483
Br -3.033 -1.460 -0.640

Values from the calculation:
Maximum force (Eh/bohr): 0.0279
DFT total energy (eV): -106269.375
Total charge: +2
ΔE to the lowest compared entry with this formula, charge and spin (kcal per mole): 11.0
Highest occupied orbital energy (spin up / spin down) (eV): -14.031 / -13.810
Kohn-Sham gap (spin up / spin down) (eV): 9.0 / 7.2
Spin multiplicity: 2